Record 1
Below is a 2-piece molecular cluster, C16H27B2BrF9N2O4S overall at a distorted geometry, with properties calculated with wB97M-V/def2-TZVPD.

Each atom is followed by the atoms it is bonded to, with distances in Å.
Element x y z (Å)
1 C -3.927 4.638 -0.059  B39 1.594, C43 1.613, H50 1.128, H59 1.118
2 H 3.194 5.265 1.216  C54 1.120
3 H 2.651 4.601 -0.350  C54 1.129
4 O -2.197 0.008 -1.627  B21 1.406, H35 0.978
5 H -3.872 4.169 2.181  C43 1.121
6 C -0.563 -5.722 0.609  C9 1.518, H19 1.091, C41 1.517, H56 1.094
7 S 2.781 -2.031 2.794  C13 1.880, F17 1.618, F25 1.648, F28 1.616, F30 1.648, F38 1.624
8 C 0.634 2.970 0.554  N15 1.379, N22 1.364, C49 1.559
9 C -1.442 -6.166 -0.547  C6 1.518, H20 1.091, H24 1.096, O36 1.433
10 H 2.450 -0.738 -1.414  C44 1.128
11 H 2.599 1.572 -0.315  C55 1.116
12 C 1.327 -1.000 0.452  C13 1.564, F14 1.392, C44 1.590, F61 1.382
13 C 2.607 -0.853 1.338  S7 1.880, C12 1.564, F27 1.373, F57 1.388
14 F 1.009 -2.318 0.136  C12 1.392
15 N 0.552 2.016 -0.437  C8 1.379, C18 1.402, C55 1.474
16 H -3.687 1.383 0.196  O48 0.979
17 F 3.005 -3.316 1.837  S7 1.618
18 C -0.790 2.018 -0.842  N15 1.402, B21 1.607, C29 1.458
19 H -0.980 -4.880 1.163  C6 1.091
20 H -2.205 -6.884 -0.243  C9 1.091
21 B -1.429 1.121 -2.013  O4 1.406, C18 1.607, O40 1.399
22 N -0.606 3.499 0.763  C8 1.364, C29 1.427, Br60 1.864
23 H -1.218 -0.638 -3.882  C58 1.118
24 H -1.938 -5.310 -1.020  C9 1.096
25 F 4.412 -1.798 2.767  S7 1.648
26 H -5.300 5.218 1.647  C43 1.114
27 F 3.777 -0.915 0.623  C13 1.373
28 F 1.187 -2.260 2.937  S7 1.616
29 C -1.615 2.948 -0.082  C18 1.458, N22 1.427, B39 1.609
30 F 2.688 -0.777 3.859  S7 1.648
31 H 1.244 -7.394 -0.806  C62 1.095
32 H 1.613 -5.428 0.560  C41 1.091
33 H 1.324 -6.147 -2.067  C62 1.092
34 H 0.685 -4.415 -0.552  C41 1.092
35 H -2.895 -0.067 -2.307  O4 0.978
36 O -0.576 -6.764 -1.518  C9 1.433, C62 1.433
37 H 2.752 2.810 1.282  C49 1.114
38 F 2.996 -3.010 4.072  S7 1.624
39 B -3.195 3.229 -0.196  C1 1.594, C29 1.609, O48 1.414
40 O -1.248 1.463 -3.358  B21 1.399, C58 1.444
41 C 0.742 -5.405 -0.096  C6 1.517, H32 1.091, H34 1.092, C62 1.518
42 H 1.624 3.621 2.452  C49 1.115
43 C -4.223 4.979 1.490  C1 1.613, H5 1.121, H26 1.114, H45 1.125
44 C 1.509 -0.306 -0.967  H10 1.128, C12 1.590, H47 1.116, C55 1.561
45 H -3.623 5.898 1.734  C43 1.125
46 H 1.920 1.583 -1.965  C55 1.129
47 H 0.673 -0.661 -1.617  C44 1.116
48 O -4.001 2.087 -0.407  H16 0.979, B39 1.414
49 C 1.861 3.474 1.373  C8 1.559, H37 1.114, H42 1.115, C54 1.604
50 H -4.948 4.517 -0.521  C1 1.128
51 H 1.452 5.583 0.606  C54 1.113
52 H 0.307 0.286 -4.279  C58 1.123
53 H -1.192 0.559 -5.219  C58 1.127
54 C 2.294 4.859 0.689  H2 1.120, H3 1.129, C49 1.604, H51 1.113
55 C 1.714 1.241 -0.909  H11 1.116, N15 1.474, C44 1.561, H46 1.129
56 H -0.416 -6.551 1.307  C6 1.094
57 F 2.592 0.433 1.860  C13 1.388
58 C -0.809 0.359 -4.178  H23 1.118, O40 1.444, H52 1.123, H53 1.127
59 H -3.381 5.461 -0.583  C1 1.118
60 Br -0.865 4.811 2.062  N22 1.864
61 F 0.179 -0.452 0.993  C12 1.382
62 C 0.784 -6.472 -1.176  H31 1.095, H33 1.092, O36 1.433, C41 1.518

Calculated values
E (a.u.): -4956.80014
Maximum force (eV/A): 4.49
Net charge: +1
HOMO-LUMO gap (eV): 7.233
Energy relative to the best compared isomer or geometry (same formula, charge and spin) (kcal/mol): 58.4
LUMO (eV): -3.81



Record 2
Below is C20H28N4O6 in the gas phase at a distorted geometry, with properties calculated with wB97M-V/def2-TZVPD.

Each atom is followed by the atoms it is bonded to, with distances in Å.
Element x y z (Å)
1 C 1.371 1.144 0.757  N17 1.350, C32 1.496, O38 1.217
2 H -5.075 2.481 0.250  C18 1.102
3 N 1.057 -2.625 -0.985  C26 1.441, H34 1.011, C53 1.337
4 H 3.820 4.610 -0.022  C19 1.091
5 H -1.272 -4.221 0.886  C51 1.101
6 H -0.054 -3.031 1.395  C51 1.091
7 H 0.573 0.857 -1.787  C28 1.079
8 H -0.720 -0.921 1.566  C50 1.093
9 H 2.359 2.646 -1.629  C54 1.093
10 C -1.424 1.627 -1.752  H27 1.077, C28 1.392, C30 1.374
11 H -0.363 -4.046 -1.468  C26 1.092
12 H -3.476 -3.126 0.250  C29 1.104
13 O -3.223 2.993 0.998  C18 1.411, C56 1.369
14 H -1.995 -2.604 2.944  C49 1.088
15 N -1.548 -2.220 0.202  C29 1.453, C50 1.452, C51 1.452
16 O 4.400 2.838 0.776  C19 1.417, C40 1.398
17 N 2.450 1.813 0.299  C1 1.350, C40 1.448, C54 1.446
18 C -4.191 3.080 -0.025  H2 1.102, O13 1.411, H52 1.102, O55 1.411
19 C 3.862 3.561 -0.318  H4 1.091, O16 1.417, H24 1.097, C54 1.543
20 H -0.716 2.296 2.040  C48 1.077
21 H -2.495 -3.395 -1.196  C29 1.093
22 H 1.658 3.645 -0.333  C54 1.092
23 H 5.571 0.487 0.197  C35 1.091
24 H 4.512 3.464 -1.195  C19 1.097
25 C -3.476 -1.497 -1.171  C29 1.525, H31 1.087, H43 1.087, H45 1.087
26 C 0.219 -3.732 -0.600  N3 1.441, H11 1.092, H41 1.092, C51 1.537
27 H -1.631 1.436 -2.792  C10 1.077
28 C -0.192 1.318 -1.182  H7 1.079, C10 1.392, C32 1.387
29 C -2.774 -2.644 -0.452  H12 1.104, N15 1.453, H21 1.093, C25 1.525
30 C -2.370 2.191 -0.931  C10 1.374, O55 1.369, C56 1.397
31 H -2.758 -0.936 -1.763  C25 1.087
32 C 0.065 1.563 0.159  C1 1.496, C28 1.387, C48 1.399
33 H 3.761 1.200 1.815  C40 1.097
34 H 0.621 -1.854 -1.473  N3 1.011
35 C 4.531 0.563 -0.126  H23 1.091, C40 1.551, H42 1.093, N46 1.435
36 H -3.508 -1.999 2.259  C49 1.088
37 H -2.233 -0.383 0.847  C50 1.091
38 O 1.460 0.259 1.588  C1 1.217
39 C 2.843 -1.046 -0.839  N46 1.339, C53 1.529, O57 1.221
40 C 3.793 1.578 0.786  O16 1.398, N17 1.448, H33 1.097, C35 1.551
41 H 0.875 -4.547 -0.285  C26 1.092
42 H 4.489 0.919 -1.159  C35 1.093
43 H -4.246 -1.893 -1.829  C25 1.087
44 H -2.503 -0.943 3.250  C49 1.087
45 H -3.951 -0.817 -0.468  C25 1.087
46 N 3.902 -0.726 -0.084  C35 1.435, C39 1.339, H58 1.013
47 O 2.853 -3.146 0.317  C53 1.219
48 C -0.906 2.125 0.994  H20 1.077, C32 1.399, C56 1.373
49 C -2.482 -1.735 2.507  H14 1.088, H36 1.088, H44 1.087, C50 1.533
50 C -1.720 -1.249 1.269  H8 1.093, N15 1.452, H37 1.091, C49 1.533
51 C -0.697 -3.337 0.569  H5 1.101, H6 1.091, N15 1.452, C26 1.537
52 H -4.494 4.130 -0.159  C18 1.102
53 C 2.249 -2.392 -0.427  N3 1.337, C39 1.529, O47 1.219
54 C 2.468 2.957 -0.586  H9 1.093, N17 1.446, C19 1.543, H22 1.092
55 O -3.645 2.588 -1.230  C18 1.411, C30 1.369
56 C -2.114 2.436 0.420  O13 1.369, C30 1.397, C48 1.373
57 O 2.396 -0.375 -1.756  C39 1.221
58 H 4.095 -1.363 0.680  N46 1.013

Calculated values
E (a.u.): -1449.41227
Maximum force (eV/A): 1.28
SMILES: CCN(CC)CCNC(=O)C(=O)NC[C@H]1OCCN1C(=O)c1ccc2c(c1)OCO2
HOMO-LUMO gap (eV): 8.887
Energy relative to the best compared isomer or geometry (same formula, charge and spin) (kcal/mol): 34.2
LUMO (eV): 0.66



Record 3
Below is a 12-piece molecular cluster, C58H60N12 overall at a distorted geometry, with properties calculated with wB97M-V/def2-TZVPD.

Each atom is followed by the atoms it is bonded to, with distances in Å.
Element x y z (Å)
1 C 13.915 1.450 6.062  C14 1.379, C43 1.381, H99 1.083
2 H 18.881 6.147 3.320  C30 1.084
3 C 7.901 3.649 7.110  N93 1.327, C94 1.389, H111 1.084
4 C 13.681 9.155 3.516  C49 1.386, H70 1.081, C83 1.393
5 C 15.516 8.374 9.707  H29 1.083, C37 1.389, C106 1.386
6 H 9.151 6.558 6.489  C82 1.084
7 H 23.476 6.773 1.811  C125 1.081
8 H 17.040 2.562 1.952  C47 1.085
9 H 10.592 3.658 3.968  C33 1.084
10 C 12.437 3.364 10.014  C65 1.388, N120 1.328, H123 1.087
11 N 12.828 9.009 1.274  C13 1.327, C83 1.332
12 H 20.257 7.368 10.692  C87 1.085
13 C 13.660 9.980 0.919  N11 1.327, H64 1.086, C74 1.393
14 C 14.673 0.551 6.784  C1 1.379, C32 1.394, H89 1.082
15 H 16.657 2.536 -0.462  C60 1.082
16 C 14.793 5.622 6.516  C25 1.420, C79 1.372, H117 1.079
17 N 15.753 -0.208 4.778  C32 1.325, C40 1.335
18 H 21.375 4.281 6.046  C31 1.083
19 H 16.624 7.748 4.741  C71 1.078
20 H 19.624 3.763 7.642  C109 1.083
21 C 15.074 3.744 10.551  C54 1.395, H95 1.081, C130 1.385
22 H 20.277 7.403 6.418  C85 1.083
23 H 21.391 7.926 8.613  C128 1.083
24 H 16.175 -0.995 6.608  C32 1.085
25 C 15.189 6.968 6.303  C16 1.420, C71 1.374, H129 1.078
26 H 12.715 6.546 9.316  C55 1.086
27 H 13.718 2.292 4.051  C43 1.085
28 H 17.448 2.604 6.709  C127 1.082
29 H 16.571 8.353 9.950  C5 1.083
30 C 19.902 6.116 2.958  H2 1.084, C57 1.381, N91 1.339
31 C 20.501 3.719 5.739  H18 1.083, C53 1.390, C109 1.388
32 C 15.571 -0.258 6.089  C14 1.394, N17 1.325, H24 1.085
33 C 11.193 4.199 3.246  H9 1.084, C36 1.382, C66 1.381
34 C 18.059 12.009 2.458  C78 1.368, H86 1.076, N97 1.368
35 H 15.154 11.420 1.457  C74 1.081
36 C 10.880 4.266 1.902  C33 1.382, N59 1.331, H67 1.084
37 C 14.976 9.593 9.319  C5 1.389, C44 1.387, H81 1.082
38 H 19.642 5.091 1.058  C57 1.083
39 N 16.365 5.669 4.956  H62 1.011, C71 1.374, C79 1.378
40 C 14.989 0.635 4.080  N17 1.335, C43 1.388, H76 1.084
41 H 16.579 6.632 2.196  C126 1.087
42 H 14.500 4.046 12.585  C54 1.085
43 C 14.103 1.508 4.694  C1 1.381, H27 1.085, C40 1.388
44 C 13.616 9.655 9.050  C37 1.387, H84 1.085, N88 1.329
45 N 19.426 2.498 4.007  C53 1.333, C102 1.328
46 N 16.874 4.597 2.141  C47 1.322, C126 1.327
47 C 16.890 3.492 1.414  H8 1.085, N46 1.322, C60 1.387
48 H 22.620 7.475 4.077  C113 1.087
49 C 14.567 10.139 3.106  C4 1.386, C74 1.383, H119 1.086
50 C 10.256 3.387 6.882  C90 1.389, C94 1.379, H115 1.082
51 C 16.216 5.824 0.222  C61 1.382, H77 1.083, C126 1.387
52 C 12.897 5.217 1.416  N59 1.331, C63 1.385, H110 1.084
53 C 20.459 3.217 4.444  C31 1.390, N45 1.333, H75 1.085
54 C 14.150 3.770 11.597  C21 1.395, H42 1.085, C65 1.382
55 C 13.373 7.409 9.365  H26 1.086, N88 1.330, C106 1.377
56 H 11.303 5.215 6.533  C90 1.084
57 C 20.308 5.600 1.743  C30 1.381, H38 1.083, C100 1.387
58 H 8.865 1.747 7.128  C94 1.083
59 N 11.742 4.712 0.991  C36 1.331, C52 1.331
60 C 16.654 3.491 0.048  H15 1.082, C47 1.387, C61 1.386
61 C 16.247 4.675 -0.546  C51 1.382, C60 1.386, H122 1.082
62 H 16.995 5.325 4.243  N39 1.011
63 C 13.240 5.297 2.756  C52 1.385, C66 1.383, H105 1.085
64 H 13.623 10.306 -0.116  C13 1.086
65 C 12.802 3.647 11.323  C10 1.388, C54 1.382, H104 1.081
66 C 12.434 4.637 3.665  C33 1.381, C63 1.383, H121 1.083
67 H 9.919 3.954 1.509  C36 1.084
68 H 18.054 8.958 3.603  C116 1.077
69 H 15.142 6.332 10.062  C106 1.082
70 H 13.710 8.705 4.499  C4 1.081
71 C 16.056 6.977 5.237  H19 1.078, C25 1.374, N39 1.374
72 H 12.292 7.690 2.714  C83 1.084
73 H 17.578 1.752 4.434  C102 1.087
74 C 14.545 10.596 1.801  C13 1.393, H35 1.081, C49 1.383
75 H 21.300 3.438 3.796  C53 1.085
76 H 15.219 0.667 3.021  C40 1.084
77 H 15.857 6.730 -0.253  C51 1.083
78 C 17.869 12.225 3.795  C34 1.368, C96 1.424, H112 1.078
79 C 15.487 4.844 5.625  C16 1.372, N39 1.378, H118 1.079
80 H 18.074 6.297 6.478  C92 1.080
81 H 15.625 10.458 9.289  C37 1.082
82 C 9.177 5.513 6.775  H6 1.084, C90 1.380, N93 1.331
83 C 12.848 8.605 2.544  C4 1.393, N11 1.332, H72 1.084
84 H 13.091 10.598 8.941  C44 1.085
85 C 19.815 7.125 7.358  H22 1.083, C92 1.385, C128 1.382
86 H 18.117 12.737 1.668  C34 1.076
87 C 19.791 7.100 9.749  H12 1.085, N108 1.330, C128 1.391
88 N 12.844 8.574 9.005  C44 1.329, C55 1.330
89 H 14.562 0.459 7.857  C14 1.082
90 C 10.335 4.764 6.718  C50 1.389, H56 1.084, C82 1.380
91 N 20.719 6.805 3.764  C30 1.339, C113 1.331
92 C 18.614 6.439 7.403  H80 1.080, C85 1.385, C124 1.380
93 N 7.984 4.969 7.005  C3 1.327, C82 1.331
94 C 9.013 2.818 7.071  C3 1.389, C50 1.379, H58 1.083
95 H 16.107 3.948 10.798  C21 1.081
96 C 17.926 10.962 4.448  C78 1.424, H101 1.077, C116 1.366
97 N 18.163 10.658 2.268  C34 1.368, H98 1.004, C116 1.360
98 H 18.320 10.219 1.378  N97 1.004
99 H 13.245 2.176 6.504  C1 1.083
100 C 21.583 5.905 1.290  C57 1.387, H103 1.083, C125 1.388
101 H 17.772 10.731 5.489  C96 1.077
102 C 18.377 2.383 4.814  N45 1.328, H73 1.087, C127 1.395
103 H 21.911 5.554 0.319  C100 1.083
104 H 12.073 3.646 12.120  C65 1.081
105 H 14.179 5.712 3.104  C63 1.085
106 C 14.695 7.258 9.723  C5 1.386, C55 1.377, H69 1.082
107 H 15.296 3.401 8.477  C130 1.089
108 N 18.660 6.402 9.800  C87 1.330, C124 1.334
109 C 19.485 3.404 6.630  H20 1.083, C31 1.388, C127 1.375
110 H 13.496 5.682 0.641  C52 1.084
111 H 6.908 3.260 7.307  C3 1.084
112 H 17.786 13.178 4.292  C78 1.078
113 C 21.955 7.043 3.333  H48 1.087, N91 1.331, C125 1.387
114 H 17.102 5.646 8.708  C124 1.087
115 H 11.140 2.766 6.820  C50 1.082
116 C 18.105 10.026 3.470  H68 1.077, C96 1.366, N97 1.360
117 H 14.094 5.312 7.277  C16 1.079
118 H 15.598 3.800 5.377  C79 1.079
119 H 15.094 10.739 3.842  C49 1.086
120 N 13.293 3.264 9.004  C10 1.328, C130 1.333
121 H 12.778 4.518 4.686  C66 1.083
122 H 15.948 4.666 -1.586  C61 1.082
123 H 11.390 3.303 9.728  C10 1.087
124 C 18.079 6.118 8.633  C92 1.380, N108 1.334, H114 1.087
125 C 22.452 6.607 2.113  H7 1.081, C100 1.388, C113 1.387
126 C 16.548 5.748 1.566  H41 1.087, N46 1.327, C51 1.387
127 C 18.349 2.800 6.144  H28 1.082, C102 1.395, C109 1.375
128 C 20.423 7.442 8.558  H23 1.083, C85 1.382, C87 1.391
129 H 14.927 7.834 6.891  C25 1.078
130 C 14.585 3.401 9.302  C21 1.385, H107 1.089, N120 1.333

Calculated values
E (a.u.): -2903.12569
Maximum force (eV/A): 1.58
SMILES: c1cc[nH]c1.c1cc[nH]c1.c1ccncc1.c1ccncc1.c1ccncc1.c1ccncc1.c1ccncc1.c1ccncc1.c1ccncc1.c1ccncc1.c1ccncc1.c1ccncc1
HOMO-LUMO gap (eV): 8.778
Energy relative to the best compared isomer or geometry (same formula, charge and spin) (kcal/mol): 0.0
LUMO (eV): 0.36